[1]
Entry from OMol25: a molecular structure, C3H3BrI2 (wB97M-V/def2-TZVPD).

```
9
Properties=species:S:1:pos:R:3
C 0.279 0.543 -0.247
C 0.822 -0.123 2.833
C -0.683 -0.499 -0.921
Br 2.004 -1.018 1.720
I 0.413 2.222 -1.548
I -0.440 1.152 1.684
H -0.391 -1.433 -0.548
H -1.748 -0.351 -1.018
H -0.256 -0.491 -1.954
```

Calculated values
Calculated total energy (a.u.): -3285.2497
HOMO (spin up / spin down) (Eh): -0.2777 / -0.2777
LUMO level (spin up / spin down) (hartree): -0.065 / -0.065
Relative energy (zero: lowest compared OMol25 entry of this formula, charge and spin) (kcal/mol): 75.7
Maximum force (eV Å⁻¹): 2.88

natural (NBO) population analysis, charges in e, atoms 1 to 5:
1 C -0.628
2 C -0.320
3 C -0.724
4 Br 0.223
5 I 0.080


[2]
Entry from OMol25: 12 unconnected molecules or ions with the total composition C39H54O36 (wB97M-V/def2-TZVPD).

```
129
Properties=species:S:1:pos:R:3
C 2.888 0.583 3.699
C 2.506 -0.056 4.979
C 3.596 -0.258 5.946
O 3.199 0.490 7.075
C 1.981 1.095 6.859
O 1.428 1.857 7.653
O 1.583 0.817 5.619
H 3.358 -0.172 3.068
H 3.483 1.493 3.779
H 2.053 0.806 3.034
H 2.088 -1.053 4.840
H 4.498 0.231 5.579
H 3.828 -1.311 6.110
C -2.228 0.157 -2.014
C -1.588 0.265 -0.627
C -0.782 -0.864 0.067
O 0.229 -0.230 0.793
C 0.300 1.074 0.494
O 1.156 1.857 0.833
O -0.647 1.302 -0.506
H -3.108 -0.478 -2.107
H -1.616 -0.215 -2.836
H -2.574 1.126 -2.375
H -2.405 0.561 0.031
H -0.338 -1.513 -0.688
H -1.469 -1.366 0.749
C 4.725 3.388 1.689
C 4.277 4.476 0.719
C 3.640 3.923 -0.577
O 2.421 4.494 -0.502
C 2.219 5.192 0.679
O 1.236 5.818 0.948
O 3.245 5.056 1.500
H 3.936 2.740 2.071
H 5.151 3.852 2.578
H 5.600 2.891 1.271
H 5.055 5.210 0.506
H 3.605 2.833 -0.575
H 4.129 4.148 -1.524
O -2.535 -5.685 -5.740
C -2.040 -4.671 -5.334
O -1.302 -4.683 -4.205
C -0.381 -3.605 -4.219
C -1.124 -2.640 -5.195
O -1.943 -3.481 -6.033
H -0.181 -3.082 -3.284
H 0.616 -3.943 -4.499
H -0.407 -2.084 -5.799
H -1.663 -1.951 -4.545
O -3.402 -2.419 -0.263
C -3.476 -3.541 -0.710
O -2.966 -3.968 -1.874
C -2.937 -5.406 -1.782
C -4.236 -5.646 -0.896
O -4.071 -4.527 -0.054
H -3.020 -5.774 -2.804
H -2.028 -5.755 -1.293
H -4.156 -6.569 -0.323
H -5.226 -5.629 -1.351
O -1.532 7.549 -0.434
C -1.291 6.736 -1.270
O -1.534 5.398 -1.146
C -1.072 4.590 -2.238
C -0.502 5.706 -3.121
O -0.701 6.948 -2.443
H -0.322 3.866 -1.921
H -1.870 3.960 -2.629
H -0.990 5.668 -4.095
H 0.578 5.595 -3.215
O -5.936 -1.147 -3.871
C -5.408 -0.226 -4.402
O -6.066 0.765 -4.919
C -5.239 1.858 -5.295
C -3.875 1.190 -5.321
O -4.109 -0.048 -4.655
H -5.574 2.077 -6.309
H -5.456 2.697 -4.634
H -3.219 1.784 -4.685
H -3.453 0.963 -6.300
O 7.598 -0.143 0.245
C 6.448 -0.224 -0.163
O 6.101 -0.230 -1.410
C 4.645 -0.162 -1.603
C 4.152 -0.158 -0.218
O 5.349 -0.070 0.588
H 4.338 0.735 -2.140
H 4.290 -1.004 -2.199
H 3.588 -1.054 0.041
H 3.691 0.729 0.215
O 0.203 -4.224 -0.454
C 1.383 -4.380 -0.812
O 1.929 -3.831 -1.909
C 3.310 -4.225 -1.999
C 3.594 -4.792 -0.632
O 2.317 -4.956 -0.067
H 3.544 -4.943 -2.785
H 3.990 -3.374 -2.048
H 4.172 -4.127 0.010
H 3.931 -5.827 -0.574
O 0.174 6.710 5.133
C 0.385 5.751 4.442
O 1.540 5.132 4.419
C 1.447 3.816 4.012
C 0.024 3.771 3.344
O -0.493 5.060 3.745
H 2.139 3.470 3.245
H 1.544 3.027 4.758
H -0.431 2.806 3.568
H 0.153 3.767 2.261
O -0.749 -1.989 5.244
C -0.201 -2.583 4.335
O 0.323 -3.791 4.551
C 1.167 -4.093 3.474
C 0.625 -3.206 2.392
O -0.004 -2.210 3.085
H 2.207 -3.892 3.730
H 1.034 -5.145 3.223
H -0.234 -3.694 1.931
H 1.397 -2.797 1.740
O -6.444 0.656 -1.380
C -6.163 0.135 -0.308
O -5.239 0.684 0.511
C -5.081 -0.110 1.633
C -6.048 -1.348 1.350
O -6.530 -1.034 0.095
H -4.038 -0.407 1.744
H -5.393 0.445 2.517
H -6.799 -1.480 2.129
H -5.494 -2.283 1.259
```

Calculated values
Calculated total energy (a.u.): -4227.1139
HOMO (Eh): -0.3630
LUMO level (hartree): -0.033
Relative energy (zero: lowest compared OMol25 entry of this formula, charge and spin) (kcal/mol): 106.7
Maximum force (eV Å⁻¹): 4.84

Löwdin population analysis, charges in e, atoms 1 to 5:
1 C -0.015
2 C -0.336
3 C -0.113
4 O 0.075
5 C -0.495